A cluster of 2 separate species, C9H14O in total in a non-equilibrium geometry, computed with ωB97M-V/def2-TZVPD.

The geometry in ORCA input format:
```
! RIJCOSX wB97M-V def2-TZVPD def2/J DEFGRID3
* xyz 0 1
O 1.2244 -1.3859 0.1426
C 0.9306 1.8774 -1.4018
C -0.9179 0.5742 -2.0934
C -0.4845 -0.5283 -1.3517
C 1.3289 0.8518 -0.5697
C -0.2314 1.7660 -2.1642
C -0.6827 2.8615 -3.0932
C -0.6165 -1.8288 3.9935
C 0.6620 -0.3689 -0.5967
C -0.6695 -2.8656 5.1344
H -0.2225 2.7732 -4.0803
H 0.2358 -3.4711 5.1368
H -1.4905 -3.5752 5.0169
H -0.4007 3.8395 -2.7111
H -1.1486 -2.1779 3.1050
H -1.1420 -1.3913 -1.2837
H -1.0970 -0.9014 4.3029
H 0.4262 -1.6573 3.7188
H -0.7112 -2.3710 6.0989
H -1.8412 0.4730 -2.6522
H 0.9495 -2.2366 -0.2102
H -1.7682 2.8558 -3.1890
H 2.2191 0.8289 0.0429
H 1.5210 2.7843 -1.3653
*
```

Results
Gap between HOMO and LUMO ... 9.292 eV
Total energy ... -426.56082 Eh
F_max ... 1.0 eV/A
LUMO ... 0.834 eV
SMILES ... Cc1ccc(O)cc1.CC
Molecular weight ... 138.2 Da

A cluster of 2 separate species, CCl2NO2 in total in a non-equilibrium geometry, computed with ωB97M-V/def2-TZVPD.

The geometry in ORCA input format:
```
! RIJCOSX wB97M-V def2-TZVPD def2/J DEFGRID3
* xyz -1 1
Cl 2.0105 -0.7015 1.3040
Cl 2.3506 0.0998 -1.3753
O -0.6651 -0.0290 -1.2448
O -1.6087 0.2561 0.8475
N 1.7236 0.5804 0.2025
C -1.0513 0.1580 -0.1955
*
```

Results
Gap between HOMO and LUMO ... 6.100 eV
Total energy ... -1163.72586 Eh
F_max ... 4.0 eV/A
LUMO ... 3.682 eV
Molecular weight ... 128.9 Da

A structure of composition C11H23BrNO2P2V in a non-equilibrium geometry, computed with ωB97M-V/def2-TZVPD.

The geometry in ORCA input format:
```
! RIJCOSX wB97M-V def2-TZVPD def2/J DEFGRID3
* xyz 3 2
Br -2.7160 1.8696 2.1409
V -1.2716 0.4400 0.8865
P -1.7513 1.3649 -1.2331
P 0.2788 -0.3135 2.4262
O 2.4017 3.1138 -0.2890
O 3.9943 0.2266 -0.1527
N -0.3592 -0.9964 -0.3432
C 1.0490 -2.9503 -0.5958
C -3.3275 2.1438 -1.5850
C -0.6418 2.1382 -2.4182
C -0.5725 -2.3784 -2.2797
C -1.9708 -0.2881 -2.0222
C 0.6428 -1.8172 0.1510
C 0.4163 -3.2314 -1.7886
C -0.9166 -1.2520 -1.5407
C 1.1712 -1.4879 1.4072
C 1.5295 0.6025 3.3372
C -0.4842 -1.4036 3.6754
H -0.0983 1.2909 0.6769
H 2.0282 1.2676 2.6254
H -1.1187 -2.5365 -3.2064
H 1.7999 -3.5861 -0.1379
H -3.6185 2.1184 -2.6452
H 2.9326 2.2926 -0.4431
H -1.9246 -0.1892 -3.1178
H -4.0840 1.6451 -0.9743
H 1.0135 1.1942 4.1009
H 2.0092 -2.0794 1.7866
H -3.2244 3.1791 -1.2494
H -2.9909 -0.6178 -1.7413
H 2.2597 -0.0647 3.8100
H -1.1635 -2.0807 3.1405
H 3.5214 -0.5552 0.2196
H 0.3173 1.6158 -2.3954
H -0.5056 3.1671 -2.0780
H 4.9270 -0.0488 -0.1353
H 0.2877 -1.9924 4.1923
H -1.0513 -0.7850 4.3840
H 0.6678 -4.1301 -2.3435
H 1.5862 2.9820 -0.8042
H -1.0429 2.1323 -3.4403
*
```

Results
Gap between HOMO and LUMO (spin up / spin down) ... 4.973 / 5.556 eV
Total energy ... -4837.72315 Eh
F_max ... 4.5 eV/A
LUMO (spin up / spin down) ... -14.089 / -13.510 eV
Molecular weight ... 394.1 Da

A cluster of 2 separate species, CH8NO2 in total in a non-equilibrium geometry, computed with ωB97M-V/def2-TZVPD.

The geometry in ORCA input format:
```
! RIJCOSX wB97M-V def2-TZVPD def2/J DEFGRID3
* xyz 1 1
O -1.2187 1.4433 -1.7620
O -0.1447 -0.6507 1.8279
N 0.7300 0.3216 0.0041
C 0.5983 -0.9879 0.7534
H 0.1644 -1.6665 0.0127
H -0.4261 -1.3996 2.3618
H 0.7857 1.0618 0.7018
H 1.5618 0.2739 -0.5782
H -1.5342 0.7306 -2.3309
H -0.1009 0.3907 -0.5971
H -2.0214 1.8118 -1.3731
H 1.6058 -1.3290 0.9797
*
```

Results
Gap between HOMO and LUMO ... 12.575 eV
Total energy ... -247.87709 Eh
F_max ... 1.6 eV/A
LUMO ... -3.509 eV
Molecular weight ... 66.1 Da

A structure of composition C19H17Br2IrNO2Se in a non-equilibrium geometry, computed with ωB97M-V/def2-TZVPD.

The geometry in ORCA input format:
```
! RIJCOSX wB97M-V def2-TZVPD def2/J DEFGRID3
* xyz 1 5
Ir -0.9355 0.0336 0.0987
Br 2.9568 2.0869 -4.6267
Br -1.8554 -0.5167 -4.7862
Se -1.2956 -0.2847 2.3386
O -1.8192 -0.4172 -1.6378
O 1.2226 -0.7826 -1.7032
N 0.7623 0.9434 -0.0328
C 1.4716 0.5560 -1.1987
C 1.8454 3.0223 -0.1318
C 1.7029 1.6225 -2.1350
C -5.2162 -1.5752 2.9112
C 3.7544 -0.4337 -1.8011
C 2.1697 2.7742 -1.4877
C -3.7656 -3.4351 3.3674
C 2.5007 -0.5074 -1.0059
C -0.9360 0.1698 -2.3556
C 0.5453 2.5880 1.9344
C 2.6861 -1.1476 0.3045
C -2.8359 -1.3585 2.6501
C -4.1083 -0.8192 2.5477
C 0.9890 2.1734 0.5803
C -2.6569 -2.6600 3.0001
C -0.5367 0.0816 -3.6126
C -5.0463 -2.9257 3.2169
C 1.6260 1.3704 -3.5534
C 0.6881 0.5782 -4.1802
H -4.2354 0.1921 2.1703
H 3.5167 -1.8352 0.3014
H -5.9103 -3.5246 3.4633
H 4.2053 -1.4538 -1.8262
H -3.5570 -4.4369 3.7279
H 1.8142 -1.6922 0.6720
H -6.1915 -1.0265 2.9213
H 0.8425 3.6501 1.9646
H 0.8028 0.4072 -5.2509
H 2.1334 3.9077 0.3831
H 1.1015 2.0247 2.6985
H -1.6603 -3.0986 2.9816
H 3.6543 -0.0138 -2.7808
H 2.8789 -0.3280 1.0866
H 2.7365 3.5091 -2.1144
H -0.5178 2.3772 2.1221
H 4.4728 0.2047 -1.2219
*
```

Results
Gap between HOMO and LUMO (spin up / spin down) ... 6.000 / 5.489 eV
Total energy ... -8592.70656 Eh
F_max ... 4.8 eV/A
LUMO (spin up / spin down) ... -4.784 / -5.849 eV
Molecular weight ... 722.3 Da

The molecule C8H5F3O3, computed with ωB97M-V/def2-TZVPD.

The geometry in ORCA input format:
```
! RIJCOSX wB97M-V def2-TZVPD def2/J DEFGRID3
* xyz 0 1
F 0.9856 -1.9858 2.6465
F -0.3271 -0.3871 3.2920
F -1.8005 -0.6148 0.9980
O -0.0728 2.6704 0.2156
O -1.3024 3.6211 -1.4332
O 1.5214 1.3381 1.0995
C 0.6717 1.5146 0.2890
C -0.7222 2.6767 -1.0138
C -0.0294 -1.8159 -0.1135
C -0.5236 1.3382 -1.6316
C 0.2742 0.6156 -0.8484
C 0.7315 -0.7974 -1.0071
C -0.0146 -1.1989 2.3156
C -0.5973 -1.2214 1.1298
H 0.6696 -2.6000 0.1875
H -1.0106 1.1007 -2.5668
H 1.8075 -0.8690 -0.8338
H -0.8241 -2.3142 -0.6731
H 0.5631 -1.0708 -2.0522
*
```

Results
Gap between HOMO and LUMO ... 8.833 eV
Total energy ... -833.13993 Eh
F_max ... 0.6 eV/A
LUMO ... -0.859 eV
SMILES ... O=C1C=C(CCC(F)=C(F)F)C(=O)O1
Molecular weight ... 206.1 Da